No. 1
Molecular formula: C4H8OS
Method: DFT, the ωB97M-V functional and the def2-TZVPD basis

Last column: Löwdin charge in e.
Element x y z (Å)
1 S 2.10981 0.16157 -0.59337  0.71
2 O -1.56001 -0.00322 -0.67818  -0.15
3 C 0.39411 0.08142 0.01427  -0.86
4 C 0.43325 -0.31188 1.48279  -0.15
5 C -0.79140 1.06629 -0.31119  -0.24
6 C -0.47122 -0.98154 -0.87060  -0.15
7 H -1.10433 1.43615 0.59021  0.05
8 H -0.64284 -1.01103 1.62777  0.14
9 H -0.37211 1.94957 -1.09198  0.17
10 H 1.65105 0.70434 -1.81075  -0.09
11 H -0.24694 -1.20835 -2.06225  0.15
12 H -0.81309 -2.02558 -0.50150  0.12
13 H 1.45911 -0.81582 1.85684  0.08
14 H -0.04538 0.95807 2.34793  0.20

Properties
Orbital gap (hartree): 0.36055
Charge: 0
Lowest unoccupied orbital energy (eV): 0.57
HOMO level (eV): -9.25
M (g/mol): 104.174
Energy above the lowest of the compared OMol25 structures with the same formula, charge and spin (kJ/mol): 531.79
Maximum force (eV Å⁻¹): 5.30



No. 2
Molecular formula: C4H8OS
Method: DFT, the ωB97M-V functional and the def2-TZVPD basis

Last column: Löwdin charge in e.
Element x y z (Å)
1 S -2.81803 -0.16281 -0.16099  0.71
2 O -0.13394 1.86629 -0.15271  -0.03
3 C 2.15964 -0.78750 -0.28429  0.02
4 C -0.04922 0.48187 -0.19926  -0.48
5 C -1.20404 -0.16932 0.66728  -0.49
6 C 1.35589 0.15519 0.21007  -0.13
7 H -2.56327 -1.30688 -0.79327  -0.15
8 H -0.20532 0.10228 -1.22365  0.13
9 H -0.93889 -1.16785 0.89178  0.06
10 H 1.80900 -1.42601 -1.04597  0.04
11 H 1.63673 0.73790 1.14141  0.13
12 H 3.13044 -1.02094 0.08421  0.05
13 H -1.34849 0.45695 1.52785  0.06
14 H -0.83050 2.24084 -0.66245  0.08

Properties
Orbital gap (hartree): 0.36846
Structure (SMILES): C=C[C@H](O)CS
Charge: 0
Lowest unoccupied orbital energy (eV): 0.82
HOMO level (eV): -9.20
M (g/mol): 104.174
Energy above the lowest of the compared OMol25 structures with the same formula, charge and spin (kJ/mol): 118.00
Maximum force (eV Å⁻¹): 2.16



No. 3
Molecular formula: C4H8OS
Method: DFT, the ωB97M-V functional and the def2-TZVPD basis

Last column: Löwdin charge in e.
Element x y z (Å)
1 S 2.25635 -0.70483 -0.18301  0.73
2 O -1.23120 -1.37895 -0.36171  -0.07
3 C -1.02022 -0.00389 -0.10308  -0.36
4 C 1.05754 0.58728 0.15869  -0.68
5 C -0.05810 0.06705 1.11357  -0.15
6 C 0.08783 0.72024 -1.00189  -0.17
7 H -0.36771 0.75376 1.86355  0.09
8 H -2.22653 -1.50587 -0.21096  0.13
9 H 1.69318 1.53728 0.34495  0.12
10 H -1.98145 0.58272 -0.01813  0.15
11 H 1.37896 -1.73169 -0.01408  -0.12
12 H 0.34462 0.25939 -1.98480  0.11
13 H -0.18702 1.76893 -1.12035  0.10
14 H 0.25375 -0.95142 1.51726  0.11

Properties
Orbital gap (hartree): 0.34788
Structure (SMILES): O[C@H]1C[C@@H](S)C1
Charge: 0
Lowest unoccupied orbital energy (eV): 0.74
HOMO level (eV): -8.73
M (g/mol): 104.174
Energy above the lowest of the compared OMol25 structures with the same formula, charge and spin (kJ/mol): 152.98
Maximum force (eV Å⁻¹): 3.11



- What is the formula in the third record?
  C4H8OS



- The highest HOMO level belongs to which entry?
  number 3